Entry from the OMol25 dataset: a molecular structure, C40H35N2O3RhS5Te in a non-equilibrium geometry (ωB97M-V/def2-TZVPD).

Values from the calculation:
Energy relative to the best compared isomer or geometry (same formula, charge and spin): 25.7 kcal per mole
HOMO: -6.79 eV
E: -4250.0386 Ha
HOMO-LUMO gap: 6.271 eV
M: 982.6 g/mol

Last column: Mulliken charge in e.
Geometry (Å):
Te: -2.14976 -1.95359 0.91145  0.546
Rh: -0.32258 -0.39530 -1.04728  0.979
S: 2.59453 -0.27660 -4.89009  -0.084
S: 3.38992 1.87213 -6.78805  -0.230
S: 0.25883 1.62804 -1.83140  -0.559
S: 1.28680 -1.36777 -2.38594  -0.678
S: 1.76243 2.43480 -4.36400  -0.164
O: 1.01783 -0.28082 0.35806  -0.929
O: 3.85532 -1.14464 2.40488  -0.665
O: -0.10270 -4.33475 -0.90286  -0.469
N: -1.49397 0.93390 0.18357  1.445
N: -1.69747 -0.95549 -2.81239  0.542
C: 2.50226 0.68740 1.81695  1.372
C: -2.37087 -3.34473 -2.44533  0.428
C: -1.52405 -0.11645 -5.06553  -1.350
C: -1.59655 -0.82143 5.09061  -0.479
C: 1.25319 0.71295 1.17250  0.747
C: 2.34293 3.68821 4.15338  -1.666
C: -3.37734 3.37159 3.56859  -0.828
C: 3.94366 -0.57085 0.11009  0.529
C: -3.70999 4.54159 2.90032  -0.593
C: -1.04610 1.73659 1.08569  0.552
C: -3.16955 4.80324 1.64862  -0.814
C: -1.78160 -2.44189 -4.68425  -0.714
C: -0.21705 -0.85041 5.25343  -0.707
C: -1.61258 0.05087 -3.69919  -0.226
C: -2.92497 0.82855 -0.09209  -0.825
C: 5.02888 -1.90941 -1.56457  -0.651
C: -3.49645 -0.29288 0.77100  -1.072
C: 1.27576 1.23051 -3.20225  0.477
C: 0.03855 -1.54670 2.96689  -0.609
C: 1.96887 2.65372 3.12566  -0.061
C: -1.86029 -2.20821 -3.31765  0.496
C: -0.29353 -4.88513 -2.20012  -0.352
C: -1.97673 2.71794 1.72876  -1.433
C: 4.53326 -1.76964 -0.27955  -0.615
C: 3.86123 0.48820 -0.78825  -0.034
C: 2.83282 1.61320 2.78408  -0.448
C: 4.38248 0.35581 -2.06599  -0.685
C: 0.33849 1.72408 1.54927  0.191
C: -1.33971 -1.48587 2.79468  0.343
C: 4.96011 -0.84383 -2.45503  -0.490
C: -1.76263 -4.76008 -2.51101  -0.968
C: -2.16131 -1.14702 3.86524  -0.653
C: 1.66726 -0.02765 -3.43443  -0.178
C: -2.50526 2.46140 2.98805  0.280
C: 0.59906 -1.22578 4.19657  -0.266
C: 2.62936 1.37120 -5.42438  0.060
C: -1.55969 -1.40354 -5.56856  -0.577
C: -2.30507 3.89177 1.06015  0.158
C: 3.45937 -0.42240 1.51080  -1.015
C: 0.73929 2.68016 2.49869  -0.586
H: 0.04487 3.46700 2.76467  0.590
H: -1.91424 -3.45306 -5.04477  0.365
H: -2.23701 -0.55405 5.92198  0.425
H: 4.32228 1.18164 -2.76433  0.583
H: 0.83817 -4.33524 -0.69204  0.250
H: 2.26728 4.69833 3.74779  0.367
H: 3.38388 1.41356 -0.48887  0.334
H: -1.87884 4.08651 0.08263  0.471
H: 3.79616 1.52277 3.27496  0.394
H: -1.96048 -5.20185 -3.49082  0.400
H: -2.22023 1.55760 3.51359  0.529
H: 0.30669 -4.35664 -2.94410  0.201
H: -3.23956 -1.14019 3.75296  0.444
H: -1.57018 1.04314 -3.27449  0.786
H: -3.65059 0.04430 1.79572  0.283
H: -3.41547 -3.45118 -2.75706  0.458
H: -1.40403 0.74860 -5.70233  0.496
H: 1.68914 3.63549 5.02631  0.308
H: 5.35428 -0.95048 -3.45788  0.486
H: -3.42128 5.71836 1.12883  0.435
H: -4.38535 5.25291 3.35736  0.384
H: 5.47527 -2.84571 -1.87451  0.424
H: -4.44175 -0.66249 0.37893  0.621
H: 0.21972 -0.59059 6.20912  0.419
H: 4.59842 -2.57681 0.43875  0.485
H: -3.03752 0.58709 -1.14810  0.166
H: 0.67765 -1.82688 2.14030  0.422
H: -2.30064 -5.37044 -1.78171  0.431
H: -3.79025 3.16956 4.54855  0.453
H: -2.39635 -3.01986 -1.41235  -1.100
H: -1.46059 -1.59125 -6.62979  0.441
H: -3.45486 1.76007 0.10691  0.473
H: -0.00208 -5.94052 -2.20934  0.425
H: 1.67582 -1.25885 4.30877  0.471
H: 3.36693 3.54419 4.49657  0.406

Entry from the OMol25 dataset: a molecular structure, C40H36BaN2O7PSbTe in a non-equilibrium geometry (ωB97M-V/def2-TZVPD).

Values from the calculation:
Energy relative to the best compared isomer or geometry (same formula, charge and spin): 8.5 kcal per mole
Total charge: -2
HOMO: -2.22 eV
E: -3057.4609 Ha
HOMO-LUMO gap: 6.231 eV
M: 1074.4 g/mol

Last column: Mulliken charge in e.
Geometry (Å):
Ba: -0.55285 -0.08361 1.25550  1.776
Te: -5.11781 0.30103 2.22359  -0.484
Sb: 2.15236 -0.30888 -1.91238  0.882
P: -3.28943 1.74651 2.67998  -0.520
O: -0.59358 1.87013 -0.78018  -0.501
O: 1.63687 -0.37919 2.61819  -0.734
O: -2.86434 2.64848 1.40787  0.450
O: -3.69389 2.82339 3.82508  -0.242
O: 0.24497 3.89280 -1.31527  -0.799
O: -1.99698 1.08423 3.03996  -0.385
O: 2.45644 0.68688 4.43114  -0.808
N: 1.07790 1.98716 1.44580  -0.237
N: -1.49593 -2.30705 2.86101  0.052
C: -2.63110 3.67055 4.28675  0.419
C: -1.92974 -5.09830 0.60021  -0.685
C: 3.93307 -4.90421 -1.86713  -0.361
C: 0.88389 -0.57118 -3.60275  0.369
C: -1.27113 -4.60831 -1.63912  -0.625
C: -3.48423 -3.57302 4.30974  -0.357
C: -1.16508 0.07169 -4.69280  -0.499
C: -3.74436 3.16672 0.41711  -0.284
C: 4.14432 -2.63673 -2.63737  -0.065
C: 6.04543 1.50052 -2.86948  -0.484
C: -1.79595 -1.92215 4.09762  -0.230
C: 0.88460 4.28645 2.91711  -0.344
C: -0.91301 -0.83853 -5.70782  -0.417
C: 1.45264 1.98045 2.72056  0.637
C: 2.79782 -4.55181 -1.15334  -0.665
C: 0.47892 4.27048 1.59336  -0.764
C: -2.15634 -3.33453 2.31565  0.239
C: 2.34291 -3.23958 -1.17142  -0.674
C: -1.79631 -3.74397 0.93107  0.859
C: -1.36024 -2.76343 0.00877  -0.128
C: 5.87959 2.08090 -4.11927  -0.397
C: 1.37721 3.12917 3.49765  -0.571
C: 3.76647 0.68896 -2.92198  -0.124
C: 3.61245 1.27538 -4.17441  -0.237
C: -1.13179 -3.27035 -1.28417  -0.589
C: 1.13182 -1.48488 -4.62329  -0.252
C: -4.25774 4.53586 0.81765  -1.159
C: 0.23603 -1.61861 -5.67428  -0.621
C: -3.19718 4.59139 5.34235  -1.504
C: 4.65880 1.96889 -4.76801  -0.601
C: 3.00689 -2.27215 -1.92023  0.075
C: 4.61009 -3.94387 -2.60763  -0.645
C: -3.17588 -3.98082 3.02623  -0.781
C: -1.65849 -5.53887 -0.68462  -0.692
C: 0.56897 3.07857 0.88380  0.712
C: -2.77198 -2.52554 4.87213  -0.766
C: -0.27051 0.20785 -3.63842  -0.718
C: 4.99403 0.81630 -2.27708  -0.453
C: 0.03625 2.94119 -0.55249  0.119
C: 1.90920 0.62486 3.32432  0.122
H: -0.81110 -2.58997 -2.07383  0.312
H: -4.00163 5.20013 4.92709  0.324
H: 4.51504 2.42571 -5.74001  0.362
H: -2.22766 4.23356 3.43922  0.079
H: -0.47688 0.90861 -2.83275  0.324
H: -2.98380 -2.15272 5.86480  0.366
H: -3.59856 4.01257 6.17477  0.326
H: 2.25374 -5.29086 -0.57874  0.427
H: 5.13624 0.38041 -1.29322  0.406
H: 2.66440 1.19442 -4.69431  0.410
H: 1.44874 -2.99084 -0.60806  0.546
H: 0.42719 -2.33948 -6.46077  0.335
H: 6.69574 2.62346 -4.58133  0.343
H: -1.74337 -6.59121 -0.93509  0.327
H: -1.61993 -0.94992 -6.52173  0.318
H: -4.28803 -4.05140 4.85738  0.366
H: -3.14803 3.21038 -0.49562  0.143
H: -4.56768 2.45891 0.27441  0.313
H: -2.41808 5.25460 5.72273  0.398
H: 1.69169 3.07751 4.53069  0.508
H: -3.73960 -4.76786 2.54541  0.388
H: 5.49955 -4.21537 -3.16484  0.367
H: 0.08654 5.14833 1.09742  0.498
H: -1.23581 -1.07548 4.47874  0.383
H: 6.99109 1.58695 -2.34776  0.361
H: 4.67346 -1.88980 -3.21977  0.328
H: 4.29119 -5.92698 -1.84708  0.337
H: -4.84282 4.47124 1.73681  0.246
H: 0.80271 5.19870 3.49929  0.426
H: -4.89567 4.94719 0.03212  0.400
H: -1.82833 3.04246 4.68003  0.193
H: 2.01750 -2.11011 -4.58809  0.374
H: -3.42293 5.22108 0.97577  0.269
H: -1.06128 -4.92907 -2.65625  0.392
H: -2.06698 0.67081 -4.70825  0.394
H: -2.22069 -5.82312 1.35554  0.403